239
Properties=species:S:1:pos:R:3:forces:R:3 method="wB97M-V/def2-TZVPD" homo_ev=-8.62 multiplicity=1 e_tot_ha=-4577.69456 de_lowest_kcal_mol=0.0 e_lumo_ev=0.23
Mg -26.2164 6.2269 -8.2658 0.5 0.1 -0.2
C -25.0586 5.5069 -4.7304 0.8 -0.1 1.0
C -25.4155 5.8428 -6.1215 0.8 -0.5 1.9
O -24.6846 5.4094 -7.0389 -0.6 0.2 -1.3
O -26.4462 6.5405 -6.2389 -0.9 0.5 -1.7
H -24.2863 6.2003 -4.3715 -0.2 0.0 -0.1
H -24.5881 4.5287 -4.6977 -0.2 -0.2 0.2
H -25.9450 5.5956 -4.1073 0.2 -0.2 0.2
C -29.7799 5.4691 -9.3768 -1.7 -0.1 -0.7
C -28.3528 5.7334 -9.1022 -1.5 -0.7 -0.3
O -27.6320 4.7696 -8.7311 0.6 0.8 0.2
O -27.9811 6.9313 -9.2473 1.3 -0.1 0.3
H -30.1235 4.5094 -9.0191 0.1 -0.4 0.1
H -30.0156 5.5224 -10.4532 0.3 0.0 0.2
H -30.4415 6.2231 -8.9430 0.2 0.1 0.2
C -22.9156 6.6787 -11.0910 -1.7 0.6 0.5
C -23.8768 6.7589 -9.8596 1.1 1.1 -1.0
C -24.3589 8.1919 -9.5692 -0.6 0.4 -1.1
O -25.2770 8.1222 -8.4920 -0.1 0.5 1.3
C -26.0367 9.3103 -8.1259 -0.5 -0.9 -0.3
N -25.0393 5.8888 -10.0305 -0.1 0.1 -0.6
H -22.1009 7.4050 -11.0434 0.1 -0.4 0.1
H -23.5346 6.9092 -11.9604 0.2 0.0 -0.3
H -22.6260 5.6396 -11.1557 0.6 -0.1 -0.2
H -23.2491 6.4687 -9.0305 -0.4 -0.4 0.7
H -24.9157 8.6836 -10.3941 0.2 -0.7 -0.3
H -23.5131 8.8733 -9.4412 0.1 -0.2 0.8
H -26.7358 9.0471 -7.3322 0.4 -0.4 0.2
H -26.7234 9.5458 -8.9399 0.5 0.4 -0.3
H -25.4366 10.1380 -7.7591 0.4 0.0 -0.4
H -25.5391 6.2462 -10.8647 0.1 -0.3 0.4
H -24.7296 4.9456 -10.2987 -0.2 0.3 0.3
C -29.0839 1.2642 -9.8692 0.2 0.9 0.3
C -28.2364 1.0201 -8.6354 -0.1 -1.5 0.6
C -28.0717 -0.4969 -8.4118 0.4 0.5 1.0
O -29.2856 -1.1801 -8.2894 -0.2 -0.5 -1.2
C -29.9263 -1.0710 -7.0621 0.1 0.8 0.7
N -26.9180 1.5998 -8.8385 -0.1 1.0 -0.6
H -28.5866 0.8589 -10.7472 0.0 -0.1 -0.1
H -29.1230 2.3590 -9.9455 -0.3 -0.1 -0.4
H -30.0993 0.8734 -9.7846 0.2 -0.1 0.1
H -28.7199 1.4934 -7.7679 -0.1 -0.3 -0.1
H -27.4615 -0.7418 -7.5246 0.0 0.5 0.2
H -27.4662 -0.8950 -9.2189 -0.4 -0.2 -0.6
H -30.1805 -0.0355 -6.8088 0.0 0.2 -0.1
H -29.2780 -1.4068 -6.2404 -0.2 -0.3 0.0
H -30.8731 -1.5988 -7.1075 0.1 -0.4 0.0
H -27.1439 2.5954 -8.8488 0.7 0.2 -0.2
H -26.2871 1.4873 -8.0572 -0.1 -0.3 0.3
C -34.5079 3.0381 -12.2531 0.7 0.1 -1.1
C -34.1286 2.9380 -10.8141 -1.0 1.5 1.1
C -35.2942 3.6003 -10.0394 -0.5 -1.1 1.4
C -35.3007 3.2474 -8.5499 -0.5 -0.7 0.6
C -35.4029 1.7260 -8.4544 0.5 -0.3 0.5
C -34.1716 1.0364 -9.0860 -0.5 -0.2 -0.1
N -34.0954 1.4981 -10.4935 0.0 0.4 0.1
O -32.9597 0.9341 -11.1437 -0.2 0.1 0.6
C -32.9265 1.2221 -8.2156 0.2 0.3 -0.2
C -34.4276 -0.4538 -9.1786 0.0 -1.2 -0.1
C -32.8667 3.7621 -10.5961 1.8 -0.1 0.0
H -35.4033 2.4631 -12.4577 -0.1 -0.1 -0.1
H -33.6590 2.6047 -12.7832 -0.2 0.0 -0.6
H -34.6489 4.0798 -12.5717 0.1 -0.2 0.1
H -35.4145 4.6702 -10.0699 0.5 0.5 -0.9
H -36.2057 3.1441 -10.4441 -0.1 0.3 0.0
H -36.1597 3.6587 -7.9964 0.0 0.2 -0.5
H -34.4472 3.6124 -7.9646 0.2 0.0 -0.4
H -36.3056 1.3681 -8.9588 0.1 0.1 -0.2
H -35.5152 1.3726 -7.4124 0.3 0.2 -0.3
H -32.0399 0.7403 -8.6509 -0.2 -0.1 0.2
H -32.6666 2.2652 -8.0634 0.0 0.2 0.2
H -33.1371 0.7695 -7.2415 0.2 0.0 -0.1
H -33.5415 -1.0221 -9.4774 0.1 0.3 0.0
H -34.7532 -0.9247 -8.2461 0.0 0.4 0.2
H -35.1744 -0.6847 -9.9324 -0.2 0.2 -0.1
H -32.4941 3.8859 -9.5794 -0.6 -0.1 0.4
H -32.9332 4.7773 -10.9971 -0.4 -0.2 -0.1
H -31.9702 3.3382 -11.0950 -0.5 0.0 -0.2
H -32.2448 1.2674 -10.5859 0.6 -0.2 -0.3
C -34.8984 7.7963 -6.0721 -0.4 -0.7 -0.1
C -34.6038 8.7613 -7.1916 1.0 1.5 -0.2
C -33.4814 8.2874 -8.1099 0.1 -0.5 -0.8
C -33.9154 7.2816 -9.1895 0.6 0.8 -0.6
C -35.0223 7.9665 -10.0143 0.4 -0.1 0.6
C -36.2240 8.3013 -9.1253 0.2 2.1 -2.1
N -35.7132 9.2244 -8.0615 -1.1 -1.2 0.6
O -36.8434 9.3935 -7.1700 0.1 0.0 0.1
C -37.1593 9.1990 -9.9944 0.7 -0.1 0.0
C -36.9952 7.0881 -8.7738 -0.3 -1.3 0.9
C -34.0446 10.0425 -6.5400 0.1 0.2 -0.6
H -35.6263 8.1786 -5.3645 -0.4 0.0 -0.2
H -34.0105 7.6314 -5.4761 0.4 0.0 -0.1
H -35.2042 6.8289 -6.4669 -0.2 -0.2 0.2
H -33.0527 9.1516 -8.6365 -0.1 -0.1 0.1
H -32.6658 7.8654 -7.5266 0.0 0.0 0.3
H -34.0910 6.2943 -8.7637 -0.6 0.0 -0.1
H -33.0661 7.1515 -9.8710 0.1 -0.1 0.1
H -35.3279 7.4457 -10.9266 -0.1 -0.3 0.3
H -34.5975 8.9222 -10.3641 -0.1 -0.2 0.1
H -38.0230 9.4777 -9.4048 -0.3 0.1 -0.1
H -36.6305 10.0881 -10.3413 0.1 0.2 0.3
H -37.4470 8.6998 -10.9207 -0.3 -0.3 0.2
H -37.3307 6.5435 -9.6582 0.1 0.3 -0.2
H -36.3688 6.3855 -8.2354 0.0 -0.3 0.3
H -37.8838 7.2889 -8.1770 0.1 0.1 0.1
H -34.7379 10.4615 -5.8188 0.1 -0.1 0.4
H -33.8955 10.8075 -7.3059 -0.1 -0.1 -0.1
H -33.0511 9.8343 -6.1354 -0.2 0.0 0.4
H -37.0987 10.3143 -7.2333 0.2 0.3 -0.2
C -32.0411 4.4922 -2.1398 0.5 -0.8 1.0
C -32.4132 4.4224 -3.6111 0.5 0.7 0.5
C -32.2398 5.8078 -4.2287 -0.2 -0.2 -0.9
C -30.7974 6.2113 -4.4385 0.5 -0.4 -0.3
C -30.0935 5.1575 -5.3034 -0.7 1.0 -1.2
C -30.1893 3.7610 -4.7555 0.5 0.8 0.8
N -31.5939 3.5130 -4.3870 0.7 -1.0 -0.6
O -31.5728 2.2447 -3.7311 -0.5 -0.3 0.0
C -29.8205 2.8372 -5.8694 -0.4 -1.1 -0.9
C -29.1491 3.6140 -3.6352 -0.2 -0.5 0.9
C -33.8587 3.9834 -3.7726 0.1 -0.4 -0.1
H -31.0765 4.9511 -1.9134 -0.2 0.4 -0.3
H -31.9278 3.5117 -1.6723 -0.2 -0.3 -0.4
H -32.8191 4.9636 -1.5556 -0.2 0.5 0.0
H -32.6698 5.7257 -5.2368 -0.2 0.2 0.1
H -32.8107 6.5592 -3.6811 0.0 -0.1 0.1
H -30.2445 6.3077 -3.4998 -0.1 0.2 0.0
H -30.7634 7.1572 -4.9746 0.1 0.2 0.2
H -29.0926 5.4729 -5.5993 0.4 -0.2 0.6
H -30.5578 5.1029 -6.3005 -0.5 0.3 0.2
H -29.9219 1.7808 -5.6246 0.4 -0.1 0.4
H -30.4882 2.9322 -6.7269 -0.2 0.4 -0.1
H -28.8184 3.0349 -6.2263 0.3 0.1 0.0
H -29.3469 2.7564 -2.9806 0.0 0.0 -0.3
H -28.1609 3.4737 -4.0715 0.0 0.1 0.0
H -29.1011 4.4671 -2.9568 0.0 0.2 -0.2
H -34.5132 4.7518 -3.3767 -0.3 0.0 0.0
H -34.0559 3.0245 -3.3028 0.0 0.0 0.6
H -34.0628 3.7739 -4.8187 -0.1 0.5 -0.3
H -32.1047 1.6939 -4.3143 0.0 -0.1 0.1
C -21.0926 1.6912 -4.3588 -0.2 0.2 0.6
C -21.8982 0.3618 -4.2690 -0.1 1.4 0.2
C -23.2208 0.5600 -3.5196 -0.5 0.3 0.2
C -24.3155 1.2469 -4.3261 -0.4 -0.2 -1.0
C -24.5617 0.4181 -5.6186 0.8 0.8 0.5
C -23.2196 0.3251 -6.4236 -1.2 0.4 -1.3
N -22.2168 -0.2770 -5.5507 0.6 0.2 -0.4
O -20.9644 -0.3738 -6.2979 -0.8 0.0 0.3
C -23.4802 -0.6591 -7.5956 0.2 -0.6 0.5
C -22.8461 1.6902 -7.1106 -0.5 -0.3 0.7
C -21.0893 -0.6206 -3.4932 0.2 -2.0 0.2
H -20.6016 1.9489 -3.4057 -0.2 -0.6 -0.1
H -21.7231 2.5636 -4.5177 -0.1 0.0 -0.5
H -20.2900 1.6333 -5.0843 -0.1 0.0 -0.3
H -23.5702 -0.4351 -3.2146 -0.1 0.2 0.0
H -23.0376 1.1430 -2.6142 0.2 -0.1 0.1
H -24.0605 2.2662 -4.6317 0.5 -0.1 0.0
H -25.2427 1.4272 -3.7715 0.1 -0.5 0.2
H -25.3366 0.8807 -6.2376 0.2 0.1 -0.1
H -24.9409 -0.5767 -5.3718 0.3 -0.1 0.0
H -24.3661 -0.4027 -8.1775 -0.1 0.2 0.2
H -22.6544 -0.7256 -8.3090 0.1 0.1 0.2
H -23.6452 -1.6629 -7.1706 0.0 0.2 -0.2
H -22.7212 2.5329 -6.4414 0.1 0.0 0.4
H -21.9030 1.5637 -7.6408 -0.2 0.0 -0.3
H -23.6868 2.0212 -7.7424 0.4 -0.4 -0.2
H -21.6396 -1.5772 -3.4944 0.2 0.2 -0.1
H -20.9537 -0.4050 -2.4397 0.1 0.6 0.1
H -20.1279 -0.8288 -3.9629 0.1 0.2 0.1
H -20.8903 -1.3276 -6.3564 0.3 -0.2 -0.2
C -25.5177 3.7960 -13.5547 0.6 0.6 0.1
C -24.8352 2.4713 -13.2630 -1.0 -0.8 -1.0
C -24.1660 2.0318 -14.5575 1.4 -0.8 -0.7
C -23.2653 0.7718 -14.3810 0.3 0.5 1.0
C -22.2469 1.0630 -13.2337 0.2 0.6 -2.4
C -22.8075 1.6383 -11.9704 -0.6 -0.9 0.0
N -23.7456 2.7050 -12.3177 -0.6 0.6 0.0
O -24.3490 3.1699 -11.1211 0.2 0.1 0.0
C -23.3763 0.5640 -11.0859 -0.7 -1.2 1.0
C -21.7059 2.2944 -11.2320 1.8 0.5 0.4
C -25.9639 1.4550 -12.8814 0.2 -0.1 0.3
H -26.1042 4.1583 -12.7162 -0.2 0.0 0.1
H -26.1372 3.7167 -14.4531 0.0 0.0 0.1
H -24.7129 4.5213 -13.7239 -0.3 0.1 -0.1
H -24.8089 1.8721 -15.4231 -0.7 0.0 0.4
H -23.5322 2.8676 -14.8956 0.1 -0.2 0.3
H -22.6544 0.5999 -15.2726 -0.3 -0.1 -0.1
H -23.8525 -0.1347 -14.1790 0.0 0.2 -0.1
H -21.6343 1.8630 -13.6725 0.0 0.1 0.1
H -21.5000 0.2786 -13.1137 -0.4 -0.4 0.5
H -22.5594 -0.1005 -10.7998 0.0 0.0 0.1
H -23.8245 0.9365 -10.1623 0.4 0.2 0.2
H -24.1665 -0.0857 -11.4571 0.1 0.1 -0.7
H -21.2216 3.0006 -11.9075 -0.3 0.6 0.3
H -22.0297 2.7125 -10.2939 -0.2 0.6 0.1
H -20.8744 1.6470 -10.9490 -0.2 -0.6 -0.1
H -25.6453 0.4184 -12.9631 0.1 0.0 0.1
H -26.7999 1.5622 -13.5824 0.2 0.2 0.0
H -26.3940 1.5876 -11.8750 0.2 0.1 -0.2
H -24.8629 2.4053 -10.8422 -0.5 0.0 0.7
C -30.9185 8.3065 -15.2971 -0.1 1.1 0.5
C -30.5531 7.1373 -16.1647 0.2 0.2 0.7
O -31.5222 6.1543 -15.8613 0.1 -0.8 -0.2
O -30.8487 8.0922 -13.8821 0.2 -0.1 -0.7
H -31.9359 8.6440 -15.5290 0.0 -0.2 -0.2
H -30.2737 9.1587 -15.4447 0.4 0.3 -0.5
H -29.5620 6.7229 -15.9280 0.0 0.4 0.0
H -30.5506 7.4247 -17.2189 -0.2 0.0 0.0
H -31.0247 5.3245 -15.8864 -0.5 -0.4 -0.2
H -30.9795 7.1595 -13.7112 -0.1 -0.4 0.4
C -30.3124 9.4206 -11.2362 1.3 -0.7 0.8
C -29.4921 9.9283 -10.0340 -1.0 0.1 0.8
O -29.6753 9.1198 -8.8712 -0.8 0.5 -0.1
O -30.0801 10.2169 -12.3615 0.3 0.0 -0.1
H -31.3874 9.3407 -11.1031 -0.3 0.3 1.0
H -30.0101 8.3689 -11.4047 0.2 0.1 -0.2
H -29.8185 10.9460 -9.8169 -0.3 0.0 0.3
H -28.4180 10.0509 -10.1108 0.4 -0.3 -1.3
H -29.3745 8.2255 -9.0742 0.4 0.0 0.0
H -30.4307 9.6043 -13.0160 0.0 0.2 -0.9
C -29.9301 3.2376 -14.1242 -0.3 0.2 1.4
C -29.6902 4.4953 -13.3253 1.0 -0.5 0.6
O -30.8340 5.2803 -13.0847 0.0 -0.1 -1.0
O -30.3446 3.6472 -15.4153 0.2 -0.1 -0.3
H -30.6800 2.6820 -13.5671 -0.4 -0.4 -0.4
H -28.9842 2.6880 -14.0533 -0.1 -0.1 -0.7
H -28.8570 4.9642 -13.8666 -0.2 0.9 0.3
H -29.3511 4.2250 -12.3273 0.4 -0.2 0.0
H -31.2421 5.2761 -13.9609 -0.8 0.4 0.0
H -30.7336 2.9421 -15.9413 0.1 -0.2 0.2
C -25.9843 7.8357 -14.2370 0.8 -0.2 -0.4
C -27.2799 7.8831 -13.5188 -0.7 0.1 0.1
O -27.0071 7.2444 -12.2845 -0.2 -0.2 0.4
O -26.2574 8.2579 -15.5379 -0.7 0.5 -1.1
H -25.5967 6.8133 -14.2576 0.0 -0.1 0.2
H -25.2580 8.4763 -13.7304 0.1 0.0 0.0
H -28.0811 7.4429 -14.1254 0.2 -0.8 0.2
H -27.6516 8.9031 -13.4818 0.3 0.5 0.8
H -27.5696 7.5090 -11.5494 -0.3 0.2 -0.1
H -25.5000 8.5141 -16.0600 0.4 -0.1 0.2